{
  "formula": "C5H14N2",
  "method": "ωB97M-V with the def2-TZVPD basis set",
  "total_charge": -1,
  "e_tot_ev": -8389.9802,
  "orbital_gap_ev": [2.5, 8.9],
  "s_squared": 0.75,
  "e_above_lowest_ev": 1.0053,
  "multiplicity": 2,
  "elements": ["C", "N", "C", "C", "C", "N", "C", "H", "H", "H", "H", "H", "H", "H", "H", "H", "H", "H", "H", "H", "H"],
  "coordinates": [[-1.097, 1.023, -1.203], [-1.160, 0.382, 0.099], [-2.378, 0.661, 0.830], [0.006, 0.679, 0.922], [1.259, 0.070, 0.337], [1.105, -1.372, 0.170], [2.228, -1.975, -0.558], [-0.391, 0.481, -1.843], [-2.105, 1.120, -1.598], [-0.662, 2.034, -1.132], [-3.219, 0.681, 0.159], [-2.321, 1.600, 1.403], [-2.570, -0.140, 1.539], [-0.171, 0.225, 1.907], [0.130, 1.757, 1.098], [1.533, 0.643, -0.564], [2.093, 0.206, 1.013], [0.280, -1.495, -0.412], [2.237, -1.660, -1.591], [2.034, -3.055, -0.556], [3.170, -1.863, -0.021]]
}